DFT (ωB97M-V/def2-TZVPD) results for C58H79N5O7PS2Sb2Ti as an isolated structure in a non-equilibrium geometry.

```
155
Properties=species:S:1:pos:R:3:lowdin_charge:R:1
Ti -0.155 0.106 -0.221 0.699
C -0.328 3.276 -0.804 -0.372
C -0.272 4.515 0.116 -0.346
C 0.083 4.235 1.588 -0.371
Sb -1.433 3.114 2.656 1.469
C -2.795 4.789 2.473 -0.381
C -4.032 4.614 1.847 -0.158
C -4.865 5.700 1.581 -0.093
C -4.472 6.979 1.950 -0.094
C -3.257 7.167 2.604 -0.090
C -2.429 6.082 2.863 -0.127
C -0.750 3.678 4.621 -0.396
C 0.451 4.324 4.909 -0.123
C 0.818 4.588 6.226 -0.092
C -0.003 4.193 7.274 -0.109
C -1.199 3.532 7.005 -0.083
C -1.565 3.275 5.688 -0.148
Sb -2.248 2.208 -0.614 1.516
C -3.299 3.799 -1.616 -0.378
C -2.705 4.929 -2.168 -0.119
C -3.484 5.937 -2.735 -0.080
C -4.868 5.828 -2.752 -0.091
C -5.476 4.706 -2.203 -0.092
C -4.698 3.706 -1.634 -0.163
C -2.918 0.779 -2.135 -0.360
C -3.620 1.060 -3.299 -0.137
C -4.064 0.023 -4.116 -0.091
C -3.813 -1.305 -3.773 -0.092
C -3.128 -1.602 -2.600 -0.071
C -2.694 -0.564 -1.786 -0.145
H 0.472 2.592 -0.539 0.030
H -0.198 3.537 -1.850 0.035
H -1.210 5.073 0.081 0.076
H 0.499 5.170 -0.301 0.110
H 0.191 5.175 2.128 0.041
H 1.018 3.676 1.645 0.057
H -4.354 3.618 1.560 0.074
H -5.812 5.545 1.076 0.099
H -5.111 7.828 1.736 0.099
H -2.954 8.164 2.908 0.100
H -1.489 6.243 3.386 0.092
H 1.111 4.631 4.103 0.087
H 1.749 5.106 6.432 0.103
H 0.287 4.394 8.299 0.085
H -1.842 3.219 7.821 0.103
H -2.503 2.763 5.486 0.090
H -1.627 5.046 -2.165 0.081
H -3.004 6.809 -3.161 0.101
H -5.470 6.615 -3.191 0.101
H -6.556 4.613 -2.212 0.104
H -5.183 2.834 -1.203 0.102
H -3.832 2.088 -3.576 0.094
H -4.613 0.253 -5.024 0.102
H -4.165 -2.108 -4.412 0.099
H -2.941 -2.631 -2.314 0.102
H -2.162 -0.786 -0.864 0.055
C 2.489 3.379 9.283 -0.049
C 2.187 2.121 8.509 -0.275
C 1.211 1.228 8.949 -0.037
C 0.949 0.059 8.254 -0.048
C 1.669 -0.216 7.096 -0.289
C 2.631 0.670 6.625 -0.042
C 2.881 1.834 7.336 -0.032
S 1.402 -1.744 6.260 0.611
O 1.126 -2.740 7.251 -0.288
O 2.467 -1.897 5.316 -0.277
N 0.011 -1.558 5.429 -0.128
C -0.098 -0.515 4.386 -0.182
C 0.655 -0.851 3.092 -0.066
C 0.112 -0.003 1.986 -0.665
O -1.050 -0.263 1.487 -0.149
O 0.764 0.978 1.499 -0.095
H 2.025 3.359 10.269 0.082
H 2.115 4.260 8.753 0.050
H 3.564 3.508 9.411 0.084
H 0.658 1.449 9.857 0.115
H 0.209 -0.649 8.613 0.116
H 3.179 0.430 5.721 0.116
H 3.635 2.528 6.979 0.120
H -0.768 -1.591 6.076 0.112
H 0.235 0.455 4.771 0.113
H -1.157 -0.431 4.154 0.125
H 0.489 -1.894 2.834 0.131
H 1.718 -0.675 3.186 0.119
C -1.214 -3.256 0.450 -0.128
O 0.122 -2.826 0.385 -0.159
C 0.316 -1.796 -0.609 -0.669
O 1.353 -0.978 -0.265 -0.187
H -1.578 -3.569 -0.533 0.066
H -1.250 -4.108 1.133 0.089
H -1.858 -2.468 0.838 0.074
N 0.255 -2.342 -1.951 -0.082
P 1.223 -3.398 -2.567 0.678
N 2.718 -2.807 -3.008 -0.177
C 3.351 -1.653 -2.354 -0.216
C 4.359 -1.043 -3.317 -0.180
C 5.536 -2.014 -3.540 -0.185
C 5.076 -3.469 -3.349 -0.182
C 3.634 -3.648 -3.807 -0.202
N 1.586 -4.826 -1.806 -0.185
C 2.696 -4.802 -0.815 -0.178
C 2.301 -5.509 0.472 -0.176
C 1.893 -6.965 0.206 -0.180
C 1.035 -7.083 -1.078 -0.168
C 0.468 -5.724 -1.455 -0.198
N 0.481 -3.948 -3.963 -0.198
C 0.879 -5.142 -4.702 -0.212
C -0.369 -5.963 -5.096 -0.174
C -1.615 -5.071 -5.126 -0.199
C -1.241 -3.719 -5.727 -0.175
C -0.267 -2.989 -4.785 -0.210
H 3.862 -1.935 -1.425 0.121
H 2.584 -0.955 -2.061 0.054
H 4.719 -0.088 -2.924 0.110
H 3.852 -0.845 -4.270 0.099
H 6.339 -1.792 -2.835 0.107
H 5.948 -1.879 -4.543 0.104
H 5.145 -3.744 -2.293 0.102
H 5.715 -4.158 -3.904 0.112
H 3.347 -4.695 -3.717 0.092
H 3.560 -3.379 -4.869 0.118
H 2.978 -3.774 -0.585 0.105
H 3.573 -5.301 -1.246 0.113
H 1.482 -4.952 0.932 0.102
H 3.141 -5.471 1.165 0.116
H 1.336 -7.344 1.064 0.105
H 2.790 -7.582 0.108 0.103
H 0.218 -7.791 -0.932 0.107
H 1.642 -7.449 -1.911 0.107
H -0.117 -5.329 -0.624 0.096
H -0.194 -5.796 -2.317 0.097
H 1.541 -5.742 -4.084 0.092
H 1.439 -4.858 -5.603 0.115
H -0.518 -6.787 -4.393 0.099
H -0.207 -6.405 -6.083 0.108
H -1.982 -4.909 -4.107 0.108
H -2.414 -5.550 -5.696 0.107
H -2.125 -3.095 -5.876 0.096
H -0.782 -3.878 -6.708 0.110
H -0.817 -2.347 -4.101 0.067
H 0.421 -2.358 -5.375 0.109
O -0.095 0.716 -2.056 -0.646
S 0.594 0.195 -3.331 1.082
C -0.475 0.834 -4.640 -0.288
C 0.447 1.145 -5.820 -0.197
C 1.851 1.496 -5.261 -0.205
C 1.758 1.520 -3.736 -0.284
H -0.943 1.718 -4.205 0.099
H -1.248 0.099 -4.871 0.088
H 0.031 1.964 -6.404 0.113
H 0.515 0.283 -6.482 0.105
H 2.213 2.452 -5.629 0.113
H 2.572 0.741 -5.572 0.098
H 1.311 2.434 -3.343 0.094
H 2.712 1.332 -3.243 0.088
```

The calculation puts the energy above the lowest of the compared OMol25 structures with the same formula, charge and spin at 75.47 kcal/mol. As for the charge: 0. The strongest force on any atom is 2.08 eV Å⁻¹. The total energy comes out at -5525.6282 hartree. Its spin multiplicity is 2. For the orbital gap (spin up / spin down), the calculation gives 5.7741 / 6.3229 eV.

DFT (ωB97M-V/def2-TZVPD) results for a 8-piece molecular cluster, C59H114Cl3N7O6 overall in a non-equilibrium geometry.

```
189
Properties=species:S:1:pos:R:3:lowdin_charge:R:1
C 6.713 3.988 -3.751 -1.474
Cl 7.711 2.870 -2.775 0.563
Cl 7.326 5.614 -3.522 0.533
Cl 4.970 4.013 -3.271 0.536
H 6.762 3.692 -4.799 0.015
C -3.072 1.837 3.301 -0.023
C -2.440 1.704 4.730 -0.417
C -2.845 2.977 5.470 -0.138
C -4.344 2.995 6.028 -0.186
C -4.636 1.662 6.647 -0.165
C -4.270 0.343 5.884 -0.487
N -2.883 0.448 5.466 -0.004
O -2.172 -0.790 5.013 -0.043
C -4.437 -0.777 6.922 -0.031
C -5.361 0.243 4.783 -0.031
C -0.822 1.874 4.610 -0.005
H -2.671 0.997 2.733 0.058
H -2.677 2.740 2.835 0.073
H -4.156 1.721 3.317 0.062
H -2.316 3.259 6.380 0.113
H -2.778 3.855 4.827 0.109
H -5.001 3.212 5.185 0.081
H -4.639 3.850 6.636 0.112
H -5.662 1.597 7.011 0.127
H -4.038 1.820 7.545 0.117
H -3.853 -0.470 7.789 0.086
H -5.429 -1.141 7.189 0.090
H -3.884 -1.619 6.503 0.067
H -4.984 -0.296 3.914 0.078
H -6.220 -0.360 5.076 0.079
H -5.924 1.130 4.493 0.079
H -0.579 2.791 4.074 0.083
H -0.497 1.044 3.982 0.052
H -0.331 1.658 5.559 0.083
C 2.676 -4.978 -1.736 -0.020
C 2.308 -3.530 -1.878 -0.521
C 3.346 -2.883 -2.792 -0.133
C 3.063 -3.236 -4.317 -0.146
C 1.584 -2.993 -4.687 -0.136
C 0.535 -3.376 -3.661 -0.496
N 0.925 -3.205 -2.240 0.002
O -0.123 -3.377 -1.240 -0.042
C -0.753 -2.589 -4.044 -0.028
C 0.146 -4.803 -3.961 -0.049
C 2.761 -2.864 -0.602 -0.072
H 2.714 -5.414 -2.734 0.071
H 1.922 -5.564 -1.211 0.091
H 3.606 -5.102 -1.181 0.097
H 3.239 -1.807 -2.651 0.107
H 4.406 -3.057 -2.606 0.113
H 3.435 -4.225 -4.587 0.100
H 3.668 -2.593 -4.956 0.096
H 1.307 -3.592 -5.555 0.119
H 1.665 -1.926 -4.891 0.118
H -0.907 -2.504 -5.120 0.094
H -1.635 -2.943 -3.512 0.085
H -0.692 -1.571 -3.659 0.055
H 0.873 -5.604 -3.822 0.081
H -0.664 -5.172 -3.333 0.090
H -0.253 -4.802 -4.975 0.090
H 2.703 -1.783 -0.476 0.080
H 3.786 -3.141 -0.353 0.079
H 2.129 -3.192 0.223 0.086
C -5.030 4.805 1.947 -0.012
C -5.730 5.691 0.927 -0.456
C -4.709 6.405 0.050 -0.165
C -3.961 5.503 -0.878 -0.190
C -4.711 4.219 -1.214 -0.135
C -6.269 4.291 -1.082 -0.486
N -6.719 4.951 0.106 -0.042
O -8.079 4.745 0.649 -0.051
C -6.904 4.805 -2.385 -0.013
C -6.624 2.764 -0.954 -0.039
C -6.485 6.902 1.680 -0.019
H -5.504 4.739 2.926 0.086
H -4.046 5.239 2.122 0.087
H -4.816 3.797 1.591 0.073
H -5.194 7.159 -0.570 0.119
H -3.950 6.918 0.641 0.126
H -3.072 5.153 -0.352 0.093
H -3.545 5.964 -1.774 0.115
H -4.175 3.473 -0.628 0.076
H -4.504 4.018 -2.265 0.117
H -6.679 5.872 -2.391 0.082
H -6.555 4.227 -3.240 0.089
H -7.988 4.911 -2.335 0.088
H -7.661 2.625 -0.647 0.077
H -6.501 2.242 -1.903 0.076
H -5.985 2.065 -0.414 0.072
H -7.339 6.501 2.226 0.068
H -6.823 7.690 1.007 0.077
H -5.814 7.408 2.374 0.079
C -1.655 2.388 -0.044 -0.060
C -0.812 1.177 -0.458 -0.402
C -1.508 0.661 -1.717 -0.124
C -1.096 1.438 -2.996 -0.169
C 0.381 1.671 -3.073 -0.156
C 1.177 2.206 -1.824 -0.463
N 0.686 1.576 -0.618 -0.032
O 1.422 2.021 0.526 -0.043
C 2.695 1.835 -2.004 -0.043
C 0.868 3.706 -1.906 -0.031
C -1.025 0.097 0.702 -0.015
H -1.673 3.170 -0.803 0.063
H -1.191 2.869 0.816 0.084
H -2.663 2.180 0.316 0.073
H -1.319 -0.408 -1.818 0.102
H -2.577 0.854 -1.619 0.119
H -1.486 2.451 -3.092 0.102
H -1.427 0.803 -3.818 0.109
H 0.505 2.469 -3.804 0.112
H 0.967 0.858 -3.501 0.103
H 3.351 2.678 -1.787 0.012
H 3.067 0.908 -1.569 0.065
H 2.979 1.717 -3.050 0.050
H -0.182 3.868 -2.150 0.061
H 0.808 4.252 -0.966 0.086
H 1.506 4.262 -2.594 0.089
H -2.086 -0.072 0.886 0.078
H -0.585 0.459 1.631 0.063
H -0.490 -0.807 0.410 0.073
C -5.410 -4.901 3.300 -0.050
C -4.114 -4.860 2.480 -0.463
C -3.482 -3.521 2.937 -0.136
C -2.030 -3.296 2.445 -0.197
C -1.213 -4.327 3.125 -0.134
C -1.681 -5.770 2.609 -0.473
N -3.162 -5.992 2.821 -0.032
O -3.736 -7.336 2.798 -0.063
C -1.254 -6.016 1.175 -0.025
C -0.948 -6.606 3.589 -0.082
C -4.390 -4.941 0.945 -0.006
H -5.261 -5.118 4.358 0.088
H -5.916 -5.792 2.928 0.073
H -6.031 -4.015 3.167 0.088
H -4.161 -2.731 2.618 0.110
H -3.492 -3.437 4.023 0.112
H -1.606 -2.320 2.681 0.094
H -1.936 -3.219 1.361 0.100
H -1.196 -4.251 4.213 0.122
H -0.187 -4.175 2.789 0.122
H -1.455 -7.049 0.889 0.097
H -1.727 -5.263 0.545 0.058
H -0.219 -5.774 0.935 0.082
H -1.195 -6.434 4.636 0.092
H -1.317 -7.632 3.600 0.073
H 0.099 -6.821 3.374 0.097
H -4.039 -4.074 0.387 0.077
H -5.465 -5.084 0.835 0.078
H -3.813 -5.742 0.482 0.069
C 9.389 -2.556 0.726 -0.038
C 8.589 -1.340 0.141 -0.459
C 8.273 -1.673 -1.392 -0.121
C 7.267 -0.736 -2.073 -0.224
C 6.007 -0.724 -1.326 -0.135
C 6.240 -0.263 0.177 -0.450
N 7.323 -1.054 0.783 -0.045
O 7.472 -1.006 2.201 -0.021
C 6.398 1.254 0.199 -0.039
C 4.959 -0.470 0.947 -0.051
C 9.600 -0.176 0.102 -0.039
H 8.632 -3.340 0.751 0.079
H 9.725 -2.392 1.750 0.078
H 10.238 -2.921 0.149 0.085
H 9.163 -1.601 -2.016 0.113
H 7.947 -2.687 -1.620 0.112
H 7.219 -0.957 -3.140 0.121
H 7.648 0.274 -1.926 0.046
H 5.523 -1.697 -1.404 0.096
H 5.465 0.011 -1.920 0.114
H 7.266 1.659 -0.321 0.033
H 5.614 1.748 -0.374 0.075
H 6.328 1.682 1.199 0.098
H 4.881 -0.088 1.965 0.089
H 4.200 0.236 0.608 0.079
H 4.651 -1.513 1.018 0.080
H 9.630 0.488 -0.762 0.072
H 10.622 -0.546 0.183 0.076
H 9.594 0.448 0.996 0.087
N 6.183 1.145 -7.986 0.012
C 6.011 0.522 -6.750 -0.119
C 4.841 1.070 -6.113 -0.116
C 4.256 1.995 -6.995 -0.126
C 5.082 2.044 -8.085 -0.140
H 6.884 1.025 -8.703 0.140
H 6.693 -0.310 -6.657 0.095
H 4.501 0.736 -5.143 0.073
H 3.337 2.520 -6.782 0.097
H 5.089 2.673 -8.963 0.098
```

As for the charge: 0. The strongest force on any atom is 6.51 eV Å⁻¹. The total energy comes out at -4531.0034 hartree. Its spin multiplicity is 7. For the orbital gap (spin up / spin down), the calculation gives 8.6566 / 8.0805 eV.